# 1
{"formula": "CF3IO", "method": "ωB97M-V/def2-TZVPD", "e_above_lowest_kcal_mol": 10.2, "lumo_ev": -0.94, "smiles": "FC(F)(F)OI", "total_charge": 0, "orbital_gap_ev": 8.95, "species": ["C", "O", "F", "F", "F", "I"], "positions_angstrom": [[-0.26877, 0.41613, -0.23329], [0.96770, -0.40184, -0.04287], [-0.04646, 0.90338, -1.36407], [-1.28057, -0.42684, -0.25140], [-0.36158, 1.41752, 0.66507], [0.98968, -1.90834, 1.22656]], "forces_ev_per_a": [[3.56, -2.95, 2.65], [-1.71, 1.56, 0.27], [-0.24, 1.84, -3.24], [-0.93, 0.72, 0.50], [-0.53, -1.28, -0.30], [-0.14, 0.11, 0.11]]}

=====

# 2
{"formula": "CF3LiNO4PbS3", "method": "ωB97M-V/def2-TZVPD", "lumo_ev": [2.62, 2.71], "total_charge": -1, "orbital_gap_ev": [6.51, 5.28], "species": ["Pb", "N", "S", "O", "C", "F", "F", "F", "Li", "S", "O", "S", "O", "O"], "positions_angstrom": [[-1.00986, -1.73594, 1.40530], [0.21364, -0.03624, 1.63019], [0.63788, 0.46862, 0.30359], [-0.33737, 0.90091, -0.74202], [1.71684, 1.97014, 0.49784], [2.70092, 1.72186, 1.34539], [0.94773, 2.93562, 0.98624], [2.22193, 2.35333, -0.66258], [-1.52951, -0.76053, -1.44065], [-4.29518, -2.36184, -0.30541], [-3.68043, -0.82863, 0.25229], [0.80608, -2.20555, -0.76612], [-0.07239, -1.89565, -2.01978], [1.67970, -0.52608, -0.48429]], "forces_ev_per_a": [[-1.65, -2.02, 0.11], [1.59, 2.19, -0.50], [-0.58, -0.87, -1.26], [0.85, -0.51, 0.97], [-0.49, -0.83, -0.08], [0.33, 0.08, 0.21], [0.03, 0.30, 0.07], [0.18, 0.22, -0.24], [-0.21, 0.11, 0.39], [1.41, 3.29, 1.09], [-0.85, -3.20, -1.47], [-0.05, 2.01, -1.60], [0.64, -0.58, 1.56], [-1.21, -0.19, 0.76]]}

=====

# 3
{"formula": "CF3NNaO4PmS3", "method": "ωB97M-V/def2-TZVPD", "spin_multiplicity": 5, "e_above_lowest_kcal_mol": 0.0, "s2": 6.01, "lumo_ev": [-0.83, -0.83], "total_charge": 0, "orbital_gap_ev": [7.77, 7.85], "species": ["Na", "N", "S", "O", "C", "F", "F", "F", "Pm", "S", "O", "S", "O", "O"], "positions_angstrom": [[2.35648, -4.01072, 6.42698], [0.96735, -2.17869, 6.63024], [-0.40217, -1.94171, 6.09098], [-0.42518, -1.77114, 4.55667], [-1.34497, -3.56024, 6.21275], [-1.55492, -3.86929, 7.49162], [-0.59264, -4.53094, 5.66927], [-2.51226, -3.52352, 5.58076], [1.80042, -1.65800, 4.29342], [4.64727, -2.28975, 4.40518], [3.23519, -3.16719, 4.47874], [3.98285, -0.43544, 5.45187], [2.72559, -0.12914, 4.44271], [-1.20223, -0.86428, 6.76911]], "forces_ev_per_a": [[-0.18, 0.14, 0.32], [0.75, -0.58, -1.32], [-1.66, 2.85, 1.80], [-0.98, -0.08, 0.84], [-0.19, 1.27, 0.22], [0.01, -0.15, 0.00], [0.17, -0.46, -0.19], [0.00, -0.18, -0.03], [-6.90, -6.94, -1.23], [-0.77, 1.04, 0.83], [2.70, -1.96, 0.51], [0.96, -1.62, -0.69], [5.01, 9.55, 0.73], [1.07, -2.87, -1.79]]}

=====

# 4
{"formula": "CF3NOS", "method": "ωB97M-V/def2-TZVPD", "e_above_lowest_kcal_mol": 15.8, "lumo_ev": 0.15, "total_charge": 0, "orbital_gap_ev": 12.22, "species": ["C", "N", "O", "F", "F", "F", "S"], "positions_angstrom": [[-0.45664, -1.11816, 2.48817], [-0.85487, -0.76333, 1.47596], [0.54165, -0.33614, -2.60481], [-0.07226, -1.61403, 3.57869], [-0.87532, 1.23830, -1.40240], [1.13646, 2.04775, -2.01474], [0.58099, 0.54561, -1.52086]], "forces_ev_per_a": [[-0.14, -0.42, 0.06], [-0.02, 0.38, -0.47], [0.02, -0.63, -1.26], [0.19, 0.05, 0.37], [0.45, -0.85, 0.07], [0.04, -1.68, 0.15], [-0.56, 3.15, 1.08]]}

=====

# 5
{"formula": "CF3O7S2Sn", "method": "ωB97M-V/def2-TZVPD", "e_above_lowest_kcal_mol": 3.1, "lumo_ev": -0.71, "total_charge": -1, "orbital_gap_ev": 5.21, "species": ["Sn", "S", "O", "O", "O", "O", "C", "F", "F", "F", "S", "O", "O", "O"], "positions_angstrom": [[1.39275, 1.18100, 0.58908], [1.78936, 4.16468, -1.29609], [2.36445, 5.33266, -0.67094], [2.77911, 3.03810, -1.10337], [0.55710, 3.71998, -0.55925], [1.50132, 4.30274, -2.68983], [-1.97106, -2.87394, 0.12082], [-1.58326, -2.37283, -1.04581], [-3.08552, -2.19645, 0.47114], [-2.25151, -4.16221, 0.04974], [-0.58630, -2.57466, 1.36697], [0.31639, -3.61298, 0.95532], [-0.07918, -1.20927, 1.11405], [-1.14368, -2.73681, 2.69818]], "forces_ev_per_a": [[-0.14, 2.66, -2.18], [0.90, 0.38, 0.34], [-0.14, 0.54, 0.27], [0.19, -2.79, 1.29], [-1.03, -1.96, 1.62], [-0.41, 0.12, -1.11], [0.36, 1.59, 1.53], [0.02, -0.47, -0.68], [-0.01, -0.36, -0.03], [-0.09, -0.02, -0.37], [-0.06, -0.78, 1.00], [0.51, -0.06, -0.28], [0.03, 0.76, -0.45], [-0.11, 0.38, -0.95]]}

=====

# 6
{"formula": "CF3O7S2Sn", "method": "ωB97M-V/def2-TZVPD", "e_above_lowest_kcal_mol": 65.7, "lumo_ev": -1.01, "total_charge": -1, "orbital_gap_ev": 3.25, "species": ["Sn", "S", "O", "O", "O", "O", "C", "F", "F", "F", "S", "O", "O", "O"], "positions_angstrom": [[1.46440, -2.78495, 0.18989], [2.45773, 0.38679, -2.19896], [1.82909, -0.90139, -1.83509], [3.10154, 0.98234, -0.98576], [3.71724, 0.14900, -2.95476], [1.52726, 1.27479, -2.84716], [-2.29572, -0.07553, 2.01358], [-3.39179, -0.70468, 1.55329], [-2.76580, 1.01465, 2.62516], [-1.69165, -0.88506, 2.89605], [-1.14790, 0.34101, 0.59243], [-0.59204, -0.97117, 0.22906], [-2.04791, 0.91201, -0.36997], [-0.16445, 1.26219, 1.09224]], "forces_ev_per_a": [[-0.88, 3.50, -1.89], [3.56, 2.60, 0.50], [-1.21, -3.10, 1.69], [-1.25, -0.27, 0.48], [-0.91, -0.81, -0.90], [-0.32, -0.46, -0.13], [-0.21, 0.11, -0.91], [0.20, -0.43, -0.01], [0.56, 0.02, 0.31], [-0.10, 0.13, 0.32], [0.30, 1.78, -0.37], [0.63, -1.84, 0.14], [-0.27, -0.70, 0.03], [-0.11, -0.53, 0.72]]}

=====

| no. | total energy (Eh) |
| --- | --- |
| 1 | -710.60396 |
| 2 | -2088.33901 |
| 3 | -2658.61919 |
| 4 | -865.82717 |
| 5 | -1875.08408 |
| 6 | -1874.98432 |